Record 1
ORCA calculation (ωB97M-V/def2-TZVPD) on C12H13F6IrN4OS as an isolated structure.

- E: -1860.4202 Eh
- Lowest unoccupied orbital energy (alpha / beta): -0.2781 / -0.3484 hartree
- Frontier orbital gap (alpha / beta): 8.2 / 7.2 eV
- M: 567.54 g mol⁻¹
- Total charge: +2
- 2S+1: 5

Geometry as XYZ:
```
38
Properties=species:S:1:pos:R:3:forces:R:3
Ir 1.34345 -0.92066 0.39498 0.162 0.543 0.118
C -0.20503 3.26508 0.53344 -0.006 -0.032 -0.013
C 0.27397 1.87870 0.78637 0.043 0.049 0.140
N 1.15386 1.25699 0.09382 -0.081 -0.004 -0.102
N 1.84347 1.77295 -0.96213 0.069 -0.121 0.053
C 2.89752 1.05920 -1.41146 0.000 0.098 -0.050
N 3.63205 1.55494 -2.38313 -0.023 -0.020 0.018
S 3.34365 -0.46352 -0.72416 -0.041 -0.111 0.059
C -0.22799 1.07599 1.93916 0.171 0.032 -0.138
C -1.30618 1.45774 2.70081 -0.026 0.015 0.083
C -1.68014 0.66198 3.78638 -0.013 0.042 -0.017
C -0.94662 -0.46749 4.08126 0.034 0.000 0.033
C 0.12468 -0.80228 3.26148 0.070 0.081 -0.005
N 0.46972 -0.05652 2.21167 -0.243 -0.144 0.067
H 0.51340 3.85867 -0.02904 0.009 0.001 0.005
H -0.39850 3.78409 1.46963 0.006 0.001 -0.001
H -1.13910 3.22752 -0.03500 -0.002 0.003 0.005
H 1.57522 2.65840 -1.37169 -0.028 0.000 -0.019
H 3.47623 2.47017 -2.78137 0.003 0.007 -0.004
H 4.40170 1.01627 -2.75487 -0.001 -0.008 -0.009
H -1.86201 2.35366 2.46303 0.010 0.002 0.011
H -2.53204 0.93992 4.39234 0.005 0.002 0.003
H -1.18707 -1.09367 4.92862 -0.002 -0.006 -0.008
H 0.73010 -1.67841 3.45515 -0.039 -0.031 -0.025
C -2.40489 -2.21340 -1.23547 -0.018 0.075 0.017
C -0.92094 -1.90957 -1.36661 -0.280 0.100 0.016
O -0.45522 -1.31276 -0.16510 0.011 -0.579 -0.335
C -0.12909 -3.21464 -1.62739 0.285 0.056 0.103
F 1.19107 -3.02648 -1.31489 -0.115 -0.055 -0.088
F -0.18952 -3.58153 -2.89335 -0.067 -0.043 0.034
F -0.56558 -4.19442 -0.84966 0.028 0.021 -0.031
C -0.69251 -0.88319 -2.50321 0.010 0.079 0.089
F -1.29030 -1.22640 -3.62488 0.033 0.042 0.035
F 0.62620 -0.71090 -2.75134 -0.054 0.022 0.037
F -1.16697 0.31758 -2.10991 0.075 -0.096 -0.050
H -2.56766 -2.87514 -0.38890 0.013 0.004 -0.001
H -2.77783 -2.69327 -2.13896 0.007 -0.018 -0.002
H -2.95110 -1.28563 -1.07561 -0.003 -0.004 -0.029
```
Forces are in eV/Å.


Record 2
ORCA calculation (ωB97M-V/def2-TZVPD) on C48H53N6O5SW as an isolated structure.

- E: -3031.0791 Eh
- Lowest unoccupied orbital energy (alpha / beta): -0.0114 / -0.0317 hartree
- Frontier orbital gap (alpha / beta): 7.1 / 7.1 eV
- M: 1009.90 g mol⁻¹
- 2S+1: 2
- Energy above the lowest of the compared OMol25 structures with the same formula, charge and spin: 1.6 kJ/mol

Geometry as XYZ:
```
114
Properties=species:S:1:pos:R:3:forces:R:3
W -0.54441 -0.46364 0.09562 -0.283 -0.836 0.211
C -2.54850 -2.21977 3.58346 0.051 0.035 -0.013
C -1.42959 -1.49346 2.89764 0.022 0.028 -0.010
O -1.70831 -1.05038 1.71548 0.049 0.047 0.088
C -0.22666 -1.31188 3.52518 -0.060 0.009 -0.104
C 0.80698 -0.51147 2.99950 0.014 0.040 -0.022
C 1.97833 -0.21849 3.89299 -0.028 -0.009 -0.001
N 0.77786 -0.00930 1.78089 0.069 0.082 0.044
N 1.85775 0.84139 1.52678 -0.002 0.031 -0.084
C 1.76124 1.30906 0.33834 -0.003 0.015 0.075
O 0.74272 0.99907 -0.42857 0.190 0.239 -0.113
C 2.78846 2.20217 -0.23056 -0.015 0.004 0.076
C 2.80001 2.45633 -1.59670 0.012 -0.002 -0.016
C 3.78846 3.26244 -2.14056 -0.013 0.002 -0.013
C 4.75959 3.81990 -1.32306 0.013 0.002 0.019
C 4.74551 3.57004 0.04429 -0.005 -0.004 -0.004
C 3.76460 2.76157 0.59138 -0.012 0.010 -0.040
H -2.89852 -3.03992 2.95254 0.005 -0.012 0.015
H -3.38374 -1.53253 3.72815 0.029 -0.016 0.012
H -2.23292 -2.61244 4.54747 0.017 0.004 -0.001
H -0.10495 -1.69784 4.52498 0.002 -0.008 0.014
H 1.86284 -0.74534 4.83704 0.003 -0.004 0.011
H 2.06159 0.85056 4.08100 0.010 -0.018 -0.015
H 2.90528 -0.52065 3.40888 0.003 -0.010 -0.011
H 2.04533 2.00880 -2.22971 -0.002 -0.012 0.000
H 3.80194 3.45072 -3.20576 0.000 0.002 -0.013
H 5.52965 4.44940 -1.74924 0.009 0.006 -0.005
H 5.50199 4.00635 0.68308 0.007 0.005 0.004
H 3.74224 2.55267 1.65177 -0.002 -0.010 0.033
C -1.53078 -4.63354 -3.26036 -0.007 -0.002 0.036
C -0.41723 -3.59360 -3.39620 -0.031 0.035 0.044
C 0.17390 -3.68237 -4.80849 -0.039 0.007 0.026
C 0.68716 -3.75467 -2.36394 0.020 0.026 0.021
C 1.26104 -5.01907 -2.22996 0.043 0.006 0.005
C 2.36190 -5.23466 -1.42398 -0.026 0.002 -0.004
C 2.93801 -4.16333 -0.75994 -0.013 -0.001 0.025
C 2.39224 -2.89090 -0.85543 0.071 0.006 0.007
C 3.07749 -1.70405 -0.22289 -0.095 0.043 0.013
C 4.05200 -1.07600 -1.22451 -0.012 -0.004 -0.005
C 3.76584 -2.00918 1.10085 0.006 0.013 -0.014
C 1.23222 -2.69414 -1.61682 -0.052 -0.023 -0.028
N 0.59058 -1.40709 -1.61734 -0.017 0.063 -0.076
C 0.65981 -0.76136 -2.79064 0.092 0.124 0.081
O 1.44249 -0.93851 -3.71745 -0.094 -0.125 -0.075
C -0.40748 0.27515 -2.91736 -0.095 -0.001 0.014
C -0.62961 0.96627 -4.09118 -0.035 0.006 0.038
C -1.62434 1.93378 -4.11888 0.026 -0.016 0.028
C -2.31636 2.22040 -2.95424 0.061 -0.084 0.021
C -2.01743 1.49463 -1.81607 0.036 -0.087 -0.029
N -1.13600 0.49593 -1.82066 -0.053 0.084 -0.026
C -2.57054 1.84207 -0.47938 0.069 0.114 0.026
O -3.42009 2.71974 -0.37888 0.029 -0.125 -0.016
N -1.98679 1.13291 0.50786 -0.023 0.149 -0.078
C -2.57874 1.39040 1.79575 0.012 -0.009 -0.061
C -3.84995 0.87823 2.08606 -0.027 -0.008 0.055
C -4.36968 1.09468 3.35726 0.011 -0.013 0.008
C -3.66283 1.80620 4.31230 0.010 -0.001 -0.011
C -2.43717 2.35808 3.98438 -0.008 0.016 -0.005
C -1.88719 2.17760 2.71840 -0.001 0.027 0.050
C -0.63070 2.91260 2.30833 0.062 -0.046 -0.057
C -1.00287 4.23866 1.63556 0.003 0.004 0.002
C 0.34094 3.15308 3.45952 -0.011 0.011 0.013
C -4.70670 0.16224 1.05881 0.032 -0.005 -0.076
C -5.14777 -1.22945 1.50730 -0.014 -0.019 -0.041
C -5.92673 1.01881 0.70836 -0.020 0.002 0.000
H -2.36516 -4.37086 -3.91233 -0.016 0.003 -0.019
H -1.90592 -4.70483 -2.24110 0.000 0.014 -0.018
H -1.18622 -5.62506 -3.55912 0.014 -0.023 -0.002
H -0.87432 -2.61169 -3.26581 0.015 -0.006 -0.004
H 0.57957 -4.68214 -4.97995 0.020 -0.003 -0.004
H 0.96813 -2.95571 -4.95313 0.050 0.066 0.004
H -0.60529 -3.50782 -5.55362 -0.007 0.012 -0.016
H 0.84667 -5.84541 -2.79326 -0.006 -0.021 -0.012
H 2.79033 -6.22518 -1.33921 0.007 -0.018 0.004
H 3.83094 -4.31938 -0.16890 0.015 -0.004 0.011
H 2.30243 -0.96732 -0.02208 0.103 -0.113 -0.013
H 4.86039 -1.77352 -1.45705 0.011 -0.016 0.000
H 4.49213 -0.16499 -0.81288 0.008 0.012 0.009
H 3.54319 -0.82875 -2.15734 0.004 0.002 -0.008
H 4.60894 -2.69151 0.97954 0.016 -0.013 -0.012
H 3.06779 -2.44906 1.81728 -0.010 -0.016 0.009
H 4.15744 -1.08354 1.52621 -0.009 0.020 0.015
H -0.00647 0.72682 -4.94040 0.010 0.003 -0.017
H -1.82977 2.48281 -5.02772 -0.003 0.008 -0.020
H -3.05664 3.00219 -2.87394 -0.019 0.020 -0.001
H -5.35047 0.70364 3.60042 -0.022 -0.001 0.010
H -4.08003 1.95493 5.30027 -0.005 0.004 0.008
H -1.90821 2.95330 4.71689 0.010 0.007 0.011
H -0.12177 2.30573 1.56065 -0.079 0.071 0.075
H -1.48515 4.90372 2.35586 -0.017 0.009 0.011
H -1.69720 4.08636 0.80929 0.012 0.003 0.011
H -0.10784 4.73769 1.25790 0.021 0.012 -0.010
H -0.01810 3.93628 4.13073 -0.012 0.010 0.003
H 1.30815 3.47426 3.06955 0.015 -0.002 -0.003
H 0.49118 2.24986 4.05257 -0.012 0.014 -0.014
H -4.11673 0.02674 0.15096 -0.011 0.006 0.044
H -5.77091 -1.18307 2.40343 0.004 -0.011 0.026
H -4.29101 -1.86887 1.70874 -0.027 0.026 -0.060
H -5.73879 -1.70013 0.71915 -0.034 0.002 -0.012
H -6.57110 1.14477 1.58146 -0.011 0.001 0.012
H -6.51681 0.53448 -0.07235 -0.008 -0.005 -0.024
H -5.62188 2.00351 0.35856 0.005 -0.001 0.009
O 0.19279 -2.28350 0.74056 -0.197 -0.033 -0.040
N -0.60257 -3.36863 0.75089 0.058 0.028 -0.004
C -0.10985 -4.42279 1.43924 -0.018 0.081 -0.044
C -0.82080 -5.58230 1.53510 -0.033 0.021 -0.022
C -2.07425 -5.64810 0.91397 0.038 0.007 0.008
C -2.54394 -4.56983 0.21150 0.052 0.012 -0.022
C -1.78503 -3.39055 0.09462 -0.006 -0.027 0.026
S -2.30611 -2.03783 -0.81342 0.101 0.080 0.038
H 0.85984 -4.24197 1.87629 0.011 -0.002 0.009
H -0.40934 -6.41285 2.08716 -0.001 -0.012 0.002
H -2.67149 -6.54647 0.98471 -0.009 -0.014 0.006
H -3.50485 -4.58983 -0.28119 -0.019 -0.003 -0.009
```
Forces are in eV/Å.


Record 3
ORCA calculation (ωB97M-V/def2-TZVPD) on one molecule with the formula C6H8 at a distorted geometry.

- SMILES: C=C1[C@@H]2C[C@]12C
- E: -233.2300 Eh
- Lowest unoccupied orbital energy: 0.0412 hartree
- Frontier orbital gap: 9.3 eV
- M: 80.13 g mol⁻¹
- Energy above the lowest of the compared OMol25 structures with the same formula, charge and spin: 412.2 kJ/mol

Geometry as XYZ:
```
14
Properties=species:S:1:pos:R:3:forces:R:3
C 2.09569 1.26022 0.62196 -0.443 0.263 -0.632
C 0.86347 0.81632 0.52234 -2.040 -3.259 -1.472
C -0.57467 0.75065 0.53075 0.486 0.890 -0.907
C -0.96357 -0.51635 1.17498 -2.575 -1.460 -1.548
C -0.24688 -0.57663 -0.13034 3.101 1.556 2.456
C -0.60478 -1.08018 -1.48451 2.239 1.769 -2.375
H 2.99448 0.72448 0.33606 -0.305 -0.175 -0.004
H 2.21225 2.31747 0.81094 0.165 0.175 0.534
H -1.22622 1.42780 0.04276 -0.724 0.843 0.080
H -0.51962 -0.76203 2.07758 0.924 -0.640 1.577
H -2.05876 -0.90066 1.13117 1.709 1.169 -0.079
H -1.49985 -1.67688 -1.37837 -0.399 0.064 -0.468
H 0.20613 -1.68697 -2.11018 -1.548 0.951 1.878
H -0.67767 -0.09723 -2.14513 -0.590 -2.146 0.961
```
Forces are in eV/Å.